89
Properties=species:S:1:pos:R:3:lowdin_spin:R:1 method="wB97M-V/def2-TZVPD" multiplicity=5 relative_energy_kcal_mol=0.0
Pm 1.6142 0.9001 1.0654 4.040
N 1.6963 -1.5131 0.2591 -0.005
C 3.0311 -2.0720 0.1843 0.000
C 3.9037 -1.4618 1.2534 0.000
O 4.8963 -2.0944 1.5697 0.001
N 3.4962 -0.2696 1.7233 -0.010
C 4.4376 0.3357 2.6629 -0.001
C 3.9518 1.7013 3.1333 0.000
O 4.6033 2.3386 3.9495 0.000
O 2.7662 2.0402 2.6721 -0.007
H 1.1762 -1.9371 1.0023 0.001
H 1.1301 -1.8046 -0.5149 0.000
H 3.4651 -1.8875 -0.7845 0.000
H 3.0588 -3.1630 0.4282 0.000
H 5.4113 0.5251 2.1916 0.000
H 4.6625 -0.3395 3.5175 0.000
O 0.3896 2.4574 2.5318 -0.003
C -0.3297 3.4284 1.6975 0.000
C 0.4425 4.7020 1.5501 0.000
C 1.7386 4.6274 0.7699 0.000
C 1.5076 4.1553 -0.6059 0.000
C 1.1697 5.0040 -1.5902 0.000
C 0.7207 4.5972 -2.8366 0.000
C 0.5090 3.2357 -3.0052 0.000
C 0.8746 2.3444 -1.9566 0.000
N 1.3804 2.8009 -0.8193 -0.006
H 1.2114 2.7380 2.9881 0.000
H -1.3186 3.5813 2.1937 0.000
H -0.5313 2.9362 0.7240 0.000
H 0.6307 5.1469 2.5710 0.000
H -0.1797 5.4365 0.9942 0.000
H 2.3895 3.9683 1.3272 0.000
H 2.1206 5.6462 0.7439 0.000
H 1.3027 6.0662 -1.4069 0.000
H 0.6618 5.3863 -3.6198 0.000
H 0.1924 2.8661 -3.9539 0.000
H 0.7761 1.2813 -2.1054 0.000
Br 3.7322 0.3991 -2.0897 0.000
C 4.7634 1.6172 -1.0201 0.000
C 6.1000 1.7392 -1.3689 0.000
C 6.9331 2.4741 -0.5600 0.000
C 6.3852 3.1293 0.5505 0.000
C 5.0273 2.9769 0.7825 0.000
N 4.1900 2.2346 0.0172 -0.001
H 6.4965 1.2463 -2.2151 0.000
H 7.9659 2.5549 -0.8414 0.000
H 6.9941 3.7724 1.1894 0.000
H 4.5642 3.5020 1.6065 0.000
C -4.0075 -5.0603 0.3894 0.000
Si -2.5481 -3.9695 0.9963 0.000
C -0.9466 -4.8870 0.5544 0.000
C -2.4697 -3.8262 2.9018 0.000
Si -2.6934 -1.9133 0.0060 -0.001
Te -1.6742 0.0325 1.0484 -0.007
Si -4.9406 -1.3947 0.0761 -0.001
C -5.2761 0.4432 -0.1537 0.000
C -6.0109 -2.3344 -1.1207 0.000
C -5.3542 -1.8521 1.8966 0.000
Si -2.0579 -1.6882 -2.1938 0.000
C -0.1423 -1.7935 -2.4025 0.000
C -2.7147 -3.1623 -3.2057 0.000
C -2.4549 -0.0192 -2.9725 0.000
H -3.7481 -6.1108 0.3666 0.000
H -4.2858 -4.7429 -0.6022 0.000
H -4.9009 -4.9588 1.0796 0.000
H -0.8285 -5.8002 1.1299 0.000
H -0.0855 -4.2559 0.7830 0.000
H -0.9158 -5.1707 -0.4973 0.000
H -2.4258 -4.7981 3.3872 0.000
H -3.3335 -3.3090 3.2840 0.000
H -1.5867 -3.2874 3.2369 0.000
H -5.0814 0.6927 -1.1897 0.000
H -4.6863 1.0675 0.4982 0.000
H -6.3326 0.7299 0.0858 0.000
H -5.8703 -2.0040 -2.1268 0.000
H -7.0852 -2.0991 -0.8830 0.000
H -5.8739 -3.4008 -1.0002 0.000
H -4.5882 -1.4323 2.5397 0.000
H -5.5059 -2.8865 2.1561 0.000
H -6.2854 -1.3515 2.1415 0.000
H 0.3443 -2.6450 -1.8905 0.000
H 0.2841 -0.8518 -2.0281 0.000
H 0.0780 -1.8427 -3.4751 0.000
H -2.5992 -4.0305 -2.5470 0.000
H -2.1487 -3.4244 -4.0922 0.000
H -3.7590 -3.0074 -3.4641 0.000
H -2.1613 0.7016 -2.2070 0.000
H -3.5195 0.1155 -3.1920 0.000
H -1.9188 0.1776 -3.8697 0.000



79
Properties=species:S:1:pos:R:3:lowdin_charge:R:1 method="wB97M-V/def2-TZVPD" total_charge=+1 relative_energy_kcal_mol=32.4
C -1.7055 -0.9976 4.1761 0.063
N -0.7745 0.0234 3.4821 -0.025
C 0.4565 0.1664 4.0381 -0.029
C 1.3945 0.8064 3.2691 0.051
C 0.9685 1.4544 1.9451 0.025
C -0.4805 1.1294 1.5031 0.039
C -1.2015 0.5214 2.2841 -0.101
C 1.9195 2.1954 1.1631 -0.110
C 3.1895 2.6444 1.6291 0.032
C 4.2095 3.1424 0.8261 0.070
N 3.8575 3.3124 -0.5479 -0.046
C 2.6565 3.0384 -1.0819 0.007
C 1.6665 2.5544 -0.2479 0.094
C 4.6835 4.3294 -1.2269 0.023
H -1.5015 -1.9166 3.7711 0.058
H -2.8085 -0.8556 3.7711 0.129
H -1.5545 -0.9586 5.2861 0.118
H 0.7705 -0.2476 4.9961 0.150
H 2.4995 0.8704 3.8071 0.176
H -0.8985 1.4494 0.6191 0.103
H -2.2055 0.3614 1.9851 0.122
H 3.3765 2.4174 2.7431 0.134
H 5.1545 3.3114 1.1001 0.097
H 2.5115 3.1644 -2.0879 0.109
H 0.8455 2.1374 -0.7449 0.056
H 4.3175 5.2144 -0.9109 0.065
H 4.3935 4.3664 -2.2759 0.109
H 5.8405 4.2424 -1.1299 0.156
Cl 0.2175 1.5354 -3.4129 0.023
C -3.0055 -2.9346 0.2581 -0.081
C -2.1745 -1.7146 0.3211 -0.289
C -0.8275 -1.5716 -0.4499 -0.255
C -0.8345 -1.5836 -1.7919 -0.375
C 0.4555 -1.8406 -2.5479 -0.115
H -2.2765 -3.8336 0.1291 0.105
H -3.5085 -2.8596 -0.8469 0.135
H -3.5425 -3.0836 1.1561 0.049
H -1.9285 -1.4686 1.3661 0.081
H -2.7915 -0.9696 0.0551 0.004
H -0.0335 -2.2316 -0.0239 0.139
H -0.5765 -0.4906 -0.2279 0.107
H -1.3985 -0.6266 -2.0859 0.042
H -1.5745 -2.4566 -2.0619 0.159
H 0.8065 -2.8516 -2.0909 0.128
H 1.0425 -0.9966 -2.1549 -0.007
H 0.2115 -1.8446 -3.6159 0.110
C 2.6565 0.5744 -3.4329 -0.220
C 3.3875 -0.1426 -2.2419 -0.209
C 2.7545 -1.4526 -1.7409 -0.348
C 3.3885 -1.9166 -0.7019 -0.343
C 3.0585 -3.4026 -0.4369 -0.037
H 2.5295 -0.2176 -4.1989 0.087
H 3.0955 1.3604 -3.8899 0.011
H 1.6285 0.8934 -3.1799 -0.307
H 3.4065 0.4464 -1.3999 0.040
H 4.4475 -0.3916 -2.4709 0.114
H 2.6915 -1.9106 -2.7049 0.129
H 1.6075 -1.1666 -1.4599 0.090
H 3.2405 -1.5506 0.0931 0.013
H 4.4025 -1.7976 -0.9729 0.119
H 3.7135 -3.9066 -1.1729 0.100
H 2.0185 -3.4136 -0.2709 0.031
H 3.4135 -3.5656 0.6651 0.102
C -2.5645 0.3714 -1.4649 -0.172
O -3.1625 0.8434 -0.2619 -0.168
C -4.5485 0.7924 -0.4759 -0.253
C -5.0825 0.9864 0.8201 -0.229
O -4.7045 -0.1776 1.5441 -0.157
C -5.5155 -0.5446 2.5631 -0.128
H -1.5025 0.4374 -1.5209 0.010
H -2.8075 0.8314 -2.4099 0.110
H -2.9635 -0.6356 -1.7389 0.112
H -4.9215 -0.1766 -0.8929 0.164
H -5.0255 1.6824 -1.0459 0.175
H -6.1075 0.9844 0.5221 0.123
H -4.8855 2.0584 1.2381 0.180
H -6.4275 -1.1756 2.3961 0.118
H -6.0225 0.2814 2.7831 0.043
H -5.0445 -1.0566 3.3471 0.065



86
Properties=species:S:1:pos:R:3:lowdin_spin:R:1 method="wB97M-V/def2-TZVPD" total_charge=+1 multiplicity=3 relative_energy_kcal_mol=23.7
Tc -0.3022 -0.7094 -0.9245 2.112
C 2.8287 -0.0263 1.4186 -0.008
Sb 0.6863 -0.1776 1.4783 -0.067
C 1.4727 -1.0028 -1.5898 -0.172
C 2.0642 -0.1136 -2.6245 -0.004
C 1.5156 -0.0667 -3.9100 -0.007
C 2.1135 0.7408 -4.8612 0.001
C 3.2168 1.4961 -4.4985 -0.005
C 3.6843 1.3885 -3.1975 0.001
N 3.1417 0.5908 -2.2780 -0.011
Si 2.5320 -2.6135 -1.3203 0.004
C 4.3613 -2.3207 -1.4576 0.004
C 2.0135 -3.6795 -2.7608 -0.006
C 2.2008 -3.4370 0.3270 0.001
C 0.0157 1.9369 1.4271 0.012
C -0.7205 2.1770 0.1513 0.011
C -1.5855 3.2721 0.0102 -0.002
C -2.0668 3.6490 -1.2228 0.011
C -1.6837 2.9342 -2.3546 0.000
C -0.9104 1.8221 -2.1674 0.022
N -0.4674 1.4152 -0.9526 0.005
Si 1.4213 3.2707 1.3528 0.003
C 2.3172 3.1669 -0.2700 0.000
C 0.7268 5.0052 1.3411 0.001
C 2.5569 3.0908 2.8221 0.000
Si -1.0440 2.0205 3.0384 -0.003
C -0.0314 1.3962 4.4796 -0.006
C -1.6672 3.6883 3.5990 -0.001
C -2.5092 0.8950 2.7764 0.000
H 3.2001 -0.9373 0.9533 -0.001
H 3.1987 0.0226 2.4418 -0.003
H 3.1830 0.8224 0.8484 0.000
H 0.6656 -0.6929 -4.1571 -0.001
H 1.7223 0.7819 -5.8699 0.000
H 3.7117 2.1460 -5.2069 0.000
H 4.5498 1.9578 -2.8761 0.000
H 4.6139 -1.4805 -2.1024 0.000
H 4.8136 -3.2233 -1.8809 0.001
H 4.8136 -2.1415 -0.4797 0.000
H 2.3765 -3.2459 -3.6978 0.000
H 0.9330 -3.7970 -2.8360 0.001
H 2.4607 -4.6730 -2.6593 -0.001
H 2.8674 -3.0607 1.1056 0.000
H 2.4011 -4.5091 0.2222 0.000
H 1.1731 -3.3353 0.6773 0.000
H -1.8266 3.8517 0.8897 0.000
H -2.7220 4.5066 -1.3116 0.001
H -2.0082 3.2112 -3.3472 0.000
H -0.6321 1.1956 -3.0050 0.006
H 1.6212 3.2763 -1.1088 0.000
H 2.8653 2.2394 -0.4182 0.000
H 3.0301 3.9964 -0.3302 0.000
H 0.2380 5.2358 0.3912 0.000
H 1.5733 5.6937 1.4418 0.000
H 0.0307 5.2261 2.1455 0.000
H 2.5951 2.0785 3.2212 0.000
H 2.2378 3.7602 3.6267 0.000
H 3.5754 3.3770 2.5413 0.000
H 0.7338 2.1162 4.7749 0.000
H 0.4547 0.4331 4.3038 -0.004
H -0.7032 1.2643 5.3336 0.000
H -0.8501 4.3675 3.8403 0.000
H -2.2179 3.5123 4.5290 0.000
H -2.3512 4.1919 2.9123 0.000
H -2.2425 -0.1305 3.0416 0.000
H -2.8535 0.8979 1.7394 0.000
H -3.3485 1.1990 3.4088 0.000
C -5.2358 -4.8335 -1.8184 0.000
C -3.8538 -4.3910 -2.2274 0.000
O -3.6970 -2.9575 -1.9693 0.004
P -2.8491 -2.4278 -0.7714 0.012
S -2.8393 -0.4498 -0.7920 0.017
S -0.9297 -3.0556 -0.8494 0.065
O -3.5781 -3.0667 0.4696 0.004
C -3.1120 -2.8495 1.8328 0.001
C -3.5662 -4.0171 2.6702 0.000
H -5.3547 -5.8929 -2.0498 0.000
H -5.9973 -4.2734 -2.3613 0.000
H -5.3882 -4.6913 -0.7491 0.000
H -3.6859 -4.5071 -3.2939 0.000
H -3.0772 -4.9418 -1.6944 0.000
H -3.5428 -1.9102 2.1751 0.000
H -2.0249 -2.7581 1.8319 0.000
H -4.6521 -4.1108 2.6464 0.000
H -3.2559 -3.8624 3.7046 0.000
H -3.1251 -4.9472 2.3111 0.000



81
Properties=species:S:1:pos:R:3:lowdin_charge:R:1 method="wB97M-V/def2-TZVPD" relative_energy_kcal_mol=0.0 smiles="CCCCCCC[C@H](C#N)CC#N.CC(C)=O.CC(C)=O.CC(C)=O.CC(C)=O.CC(C)=O"
C -2.7370 -2.9383 0.7235 -0.118
C -2.2462 -3.7598 1.9692 -0.246
C -1.5447 -2.8275 3.0016 -0.228
C -0.2135 -2.2161 2.4934 -0.196
C 0.5517 -1.5759 3.7089 -0.196
C -0.3740 -0.8654 4.7319 -0.195
C 0.3436 0.2362 5.5617 -0.158
C -0.5451 1.4377 5.9732 -0.295
C -1.5744 1.0902 7.0074 -0.197
N -2.3304 0.8530 7.8067 0.162
C -1.2690 2.1527 4.8000 -0.137
C -0.3211 2.6800 3.7627 -0.210
N 0.4390 3.2707 3.1964 0.160
H -3.7041 -2.4557 0.9506 0.070
H -1.9810 -2.1848 0.4639 0.053
H -2.9304 -3.6260 -0.1171 0.065
H -1.6472 -4.6418 1.6948 0.098
H -3.1790 -4.0942 2.4704 0.097
H -2.2978 -2.0585 3.2602 0.108
H -1.3010 -3.3948 3.9228 0.113
H -0.3510 -1.4320 1.7237 0.107
H 0.4344 -2.9912 2.0491 0.081
H 1.0944 -2.3955 4.2294 0.107
H 1.3397 -0.8769 3.3305 0.078
H -0.8168 -1.6106 5.4179 0.117
H -1.2247 -0.4245 4.1825 0.094
H 1.2773 0.5877 5.0852 0.109
H 0.6687 -0.2439 6.5084 0.122
H 0.1318 2.1906 6.4212 0.150
H -1.8724 2.9763 5.2184 0.129
H -1.9895 1.5033 4.2715 0.117
C -3.7744 0.7075 -3.2913 -0.026
C -3.9364 -0.5428 -2.4650 -0.497
O -3.5020 -0.6195 -1.3370 0.061
C -4.6651 -1.7004 -3.1035 -0.022
H -3.2349 1.4554 -2.7119 0.086
H -3.2056 0.4866 -4.1951 0.072
H -4.7529 1.1089 -3.5575 0.088
H -4.1344 -2.0262 -3.9999 0.083
H -5.6832 -1.4033 -3.3610 0.085
H -4.7090 -2.5312 -2.4001 0.076
C 4.2362 1.3996 2.6647 -0.018
C 3.3931 0.7855 1.5750 -0.497
O 2.2506 0.4445 1.7792 0.051
C 4.0339 0.6144 0.2200 -0.023
H 3.6511 1.4629 3.5811 0.074
H 5.1155 0.7795 2.8504 0.084
H 4.5442 2.4056 2.3753 0.087
H 4.9042 -0.0399 0.2987 0.083
H 4.3334 1.5864 -0.1758 0.084
H 3.3162 0.1631 -0.4638 0.082
C -2.1982 1.3637 -7.2880 -0.024
C -2.8475 2.5818 -6.6768 -0.497
O -3.8583 2.4897 -6.0140 0.052
C -2.1844 3.9085 -6.9263 -0.024
H -2.7772 0.4772 -7.0301 0.076
H -2.1712 1.4614 -8.3746 0.083
H -1.1849 1.2480 -6.8986 0.084
H -2.1573 4.1161 -7.9987 0.087
H -1.1661 3.8981 -6.5192 0.041
H -2.7543 4.6943 -6.4311 0.085
C 2.5039 5.0691 -4.7594 -0.019
C 1.7010 4.4451 -5.8714 -0.481
O 0.5531 4.0950 -5.7008 0.047
C 2.3839 4.2741 -7.2048 -0.016
H 1.8906 5.1305 -3.8616 0.085
H 3.3812 4.4566 -4.5447 0.086
H 2.8132 6.0765 -5.0433 0.087
H 3.2560 3.6272 -7.0963 0.087
H 2.6879 5.2468 -7.5949 0.088
H 1.6918 3.8145 -7.9092 0.082
C 3.3337 -3.9604 2.1304 -0.021
C 2.6022 -4.9965 2.9496 -0.501
O 1.3999 -5.1168 2.8877 0.066
C 3.4344 -5.8756 3.8502 -0.023
H 2.6173 -3.4004 1.5310 0.073
H 3.8577 -3.2661 2.7902 0.086
H 4.0453 -4.4488 1.4619 0.085
H 3.9631 -5.2640 4.5836 0.085
H 4.1502 -6.4465 3.2561 0.084
H 2.7829 -6.5708 4.3777 0.082



82
Properties=species:S:1:pos:R:3:lowdin_spin:R:1 method="wB97M-V/def2-TZVPD" multiplicity=2 total_energy_ev=-42199.0925
C 3.4003 0.6043 -0.2984 0.000
O 2.5607 1.7081 -0.0940 0.000
C 1.3794 1.4146 0.6170 0.000
C 0.2133 2.2685 0.1403 0.000
C 0.1717 2.5681 -1.3580 0.000
C 0.4610 1.4139 -2.3167 0.000
C -0.7929 0.7241 -2.8547 0.001
C -1.7386 0.1798 -1.7868 0.006
C -1.4817 -1.2845 -1.3326 0.001
C -0.0026 -1.6692 -1.4330 0.000
C 0.2900 -3.0316 -0.8641 0.000
O 0.6437 -3.2520 0.3019 0.000
F 0.1611 -4.0555 -1.7457 0.000
C -2.2968 -2.1977 -2.2706 -0.001
C -3.7936 -2.3663 -1.9262 0.028
C -4.5958 -2.1551 -3.2128 0.002
C -4.0479 -3.7991 -1.4674 0.019
N -4.2725 -1.3715 -0.9382 0.375
O -5.5328 -1.3990 -0.7449 0.512
C -3.4891 -1.2266 0.3098 0.027
C -3.7427 0.2161 0.8066 0.007
C -3.9395 -2.1477 1.4265 0.014
C -1.9732 -1.4349 0.1014 -0.001
H 3.2852 -0.1565 0.4678 0.000
H 3.2286 0.1252 -1.2614 0.000
H 4.4354 0.9138 -0.2785 0.000
H 1.1179 0.3622 0.5353 0.000
H 1.5471 1.6133 1.6748 0.000
H -0.7016 1.8177 0.5062 0.000
H 0.2925 3.2228 0.6516 0.000
H -0.8406 2.9032 -1.5760 0.000
H 0.8016 3.4163 -1.5729 0.000
H 0.9859 1.8260 -3.1720 0.000
H 1.1287 0.6740 -1.8990 0.000
H -1.3458 1.4696 -3.4190 0.000
H -0.5475 -0.0553 -3.5644 0.000
H -2.7286 0.1718 -2.2245 0.004
H -1.7965 0.8356 -0.9331 0.000
H 0.3564 -1.6493 -2.4553 0.000
H 0.5900 -1.0020 -0.8248 0.000
H -1.8789 -3.1908 -2.3420 0.000
H -2.2148 -1.7730 -3.2654 0.000
H -4.3561 -2.9783 -3.8761 0.000
H -5.6585 -2.1926 -3.0288 -0.001
H -4.2921 -1.2440 -3.7101 0.000
H -3.7362 -4.4493 -2.2751 0.002
H -3.4660 -4.0852 -0.6023 0.000
H -5.1013 -3.9853 -1.3165 0.003
H -4.7141 0.2320 1.2861 0.000
H -3.8112 0.8816 -0.0423 0.000
H -3.0084 0.5235 1.5355 0.000
H -3.6126 -3.1722 1.3096 0.000
H -5.0041 -2.1227 1.6081 0.002
H -3.4645 -1.7913 2.3309 0.001
H -1.6989 -2.3885 0.5367 0.000
H -1.4581 -0.6857 0.6915 0.000
C 6.1631 4.7813 -0.1182 0.000
C 7.2423 4.8795 -1.1940 0.000
C 7.8505 3.4839 -1.1494 0.000
O 6.7962 2.5975 -0.7683 0.000
C 5.6720 3.3530 -0.3061 0.000
H 5.3678 5.5170 -0.2238 0.000
H 6.6093 4.9005 0.8717 0.000
H 6.7836 5.0601 -2.1686 0.000
H 7.9746 5.6644 -1.0123 0.000
H 8.6468 3.4215 -0.3998 0.000
H 8.2554 3.1654 -2.1104 0.000
H 4.8832 3.2991 -1.0635 0.000
H 5.2943 2.9094 0.6153 0.000
C -0.4528 -2.2366 5.1447 0.000
C 0.4168 -1.0010 4.9378 0.000
C -0.2826 -0.3250 3.7681 0.000
O -1.6741 -0.6485 3.8779 0.000
C -1.8410 -1.6879 4.8514 0.000
H -0.3731 -2.6697 6.1402 0.000
H -0.1893 -3.0056 4.4152 0.000
H 0.3753 -0.3612 5.8222 0.000
H 1.4611 -1.2271 4.7300 0.000
H 0.0876 -0.7076 2.8091 0.000
H -0.1683 0.7602 3.7768 0.000
H -2.2952 -1.2517 5.7471 0.000
H -2.5180 -2.4447 4.4530 0.000